{
  "formula": "C5H8N2",
  "method": "ωB97M-V with the def2-TZVPD basis set",
  "elements": ["C", "C", "C", "C", "C", "N", "N", "H", "H", "H", "H", "H", "H", "H", "H"],
  "coordinates": [[0.403, 1.556, -1.765], [1.137, 0.582, -1.075], [-1.786, 1.405, -0.697], [0.871, -0.843, 0.938], [-0.017, -1.768, 1.621], [-0.904, 1.939, -1.363], [0.691, -0.189, -0.197], [0.782, 1.903, -2.656], [1.944, 0.212, -1.818], [-2.762, 1.554, -0.059], [1.712, -0.473, 1.551], [-0.911, -2.126, 1.156], [0.506, -2.612, 1.989], [-0.472, -1.381, 2.608], [-0.891, 3.007, -1.312]],
  "atomic_forces_ev_per_a": [[-0.567, -1.572, 2.069], [1.500, -0.351, -4.802], [-3.018, -1.913, 1.992], [-0.499, 2.154, -0.996], [-1.744, 0.301, 1.132], [1.516, 3.383, 0.305], [-0.565, -2.428, 5.024], [0.517, 1.342, -1.837], [-0.588, 0.460, 1.632], [1.963, 0.171, -1.432], [-0.050, -0.100, -0.442], [-0.209, -0.081, -1.135], [1.004, -0.971, 0.294], [1.231, 0.305, -1.192], [-0.491, -0.702, -0.612]],
  "molar_mass_g_mol": 96.13,
  "max_force_ha_per_bohr": 0.1091,
  "gap_ev": [8.59, 8.02],
  "e_above_lowest_kj_mol": 407.85,
  "homo_energy_ev": [-19.52, -19.91],
  "charge": 2
}